Density functional theory data (the ωB97M-V functional and the def2-TZVPD basis) for a molecular structure, C28H73InN2O9P at a distorted geometry.

Properties
- charge = -1
- energy relative to the best compared isomer or geometry (same formula, charge and spin) (eV) = 6.768
- LUMO energy (eV) = 2.21
- orbital gap (eV) = 5.6

Element x y z (Å)
C: 1.9598 -3.4086 1.9234
N: 0.6479 -3.1775 2.6028
C: 0.5637 -1.8358 3.2670
In: 1.0340 -0.0582 1.9519
C: 2.1253 1.4369 3.3169
C: -0.9080 0.9332 1.3839
C: -0.9242 1.6118 -0.0698
C: -0.9918 0.5903 -1.2962
C: -2.4548 0.0679 -1.6725
N: -2.9231 -1.0766 -0.8232
C: -4.3279 -1.4248 -0.7266
C: -4.4702 -2.6342 0.2760
C: -3.0316 -2.9864 0.7513
C: -2.1317 -1.9825 0.0048
P: 2.6247 -0.5168 0.0340
C: 2.8907 1.1747 -0.8637
O: 1.9653 -1.5570 -1.1812
H: 2.7297 -2.6115 2.2264
H: 1.7606 -3.3071 0.7878
H: 2.3651 -4.4778 2.0559
H: 0.6372 -3.8665 3.3845
H: -0.5225 -1.7039 3.6350
H: 1.2218 -1.8075 4.2131
H: 1.6161 2.4564 3.1519
H: 3.2300 1.4512 2.9979
H: 2.0037 1.0816 4.3927
H: -1.8459 0.2640 1.5072
H: -1.0792 1.7970 2.1397
H: 0.0549 2.2126 -0.1825
H: -1.7977 2.3615 -0.0975
H: -0.2881 -0.2745 -1.0576
H: -0.5768 1.1237 -2.2372
H: -3.1788 0.9421 -1.4641
H: -2.5730 -0.1612 -2.8006
H: -5.1924 -0.9121 -1.2667
H: -5.4047 -3.1701 0.6354
H: -2.6313 -3.7601 1.4755
H: -1.0035 -1.9234 0.1122
H: 3.9846 1.1628 -1.2388
H: 2.1978 1.3066 -1.7607
H: 2.8184 2.0225 -0.1011
H: 2.5532 -1.5138 -1.9738
C: 6.0383 1.4551 -5.1586
C: 5.9686 0.9873 -3.7180
O: 4.8208 0.1713 -3.5209
H: 5.1400 2.0200 -5.4224
H: 6.9136 2.0884 -5.3219
H: 6.0900 0.6011 -5.8408
H: 5.8951 1.8417 -3.0420
H: 6.8600 0.4111 -3.4509
H: 4.8973 -0.5870 -4.1159
C: 0.5815 0.7830 -4.6985
C: 1.1857 0.0035 -5.8476
O: 2.3270 0.6862 -6.3565
H: 0.2910 1.7855 -5.0255
H: -0.2990 0.2729 -4.3009
H: 1.3091 0.9096 -3.8916
H: 0.4635 -0.1023 -6.6603
H: 1.4904 -0.9974 -5.5238
H: 2.9643 0.7676 -5.6327
C: -8.5913 -1.9148 1.7488
C: -8.0489 -0.9518 0.7116
O: -7.8614 -1.6238 -0.5295
H: -7.9055 -2.7547 1.8879
H: -8.7350 -1.4138 2.7091
H: -9.5486 -2.3346 1.4242
H: -7.0836 -0.5520 1.0292
H: -8.7361 -0.1146 0.5589
H: -8.7220 -1.9628 -0.8075
C: 6.3202 2.8556 5.2962
C: 6.2327 1.3529 5.1136
O: 5.8779 1.0418 3.7729
H: 5.3647 3.3271 5.0523
H: 6.5867 3.1092 6.3257
H: 7.0690 3.2847 4.6230
H: 5.4700 0.9320 5.7710
H: 7.1904 0.8740 5.3449
H: 6.5605 1.4089 3.1964
C: 3.2461 -2.2137 7.0564
C: 4.5263 -1.8976 7.8044
O: 4.7886 -0.5000 7.7613
H: 3.3196 -1.8887 6.0155
H: 3.0361 -3.2860 7.0771
H: 2.3985 -1.6809 7.4975
H: 5.3732 -2.4141 7.3476
H: 4.4550 -2.2103 8.8516
H: 4.0404 -0.0496 8.1743
C: -0.7298 5.0951 -4.1012
C: -0.5861 4.3715 -2.7764
O: -1.8536 3.9116 -2.3269
H: -1.4113 5.9442 -4.0024
H: 0.2383 5.4588 -4.4548
H: -1.1548 4.4315 -4.8604
H: -0.1820 5.0429 -2.0160
H: 0.0865 3.5126 -2.8711
H: -2.2012 3.3109 -2.9992
C: -10.8894 2.0857 4.4704
C: -10.1006 1.0257 3.7269
O: -9.9009 1.4189 2.3746
H: -11.8584 2.2488 3.9915
H: -11.0545 1.7923 5.5100
H: -10.3607 3.0432 4.4550
H: -10.6418 0.0772 3.7260
H: -9.1239 0.8657 4.1948
H: -9.4140 2.2534 2.3826
C: 2.5066 -3.5534 -7.8061
C: 3.6589 -3.8426 -6.8656
O: 4.5114 -2.7067 -6.7717
H: 2.8783 -3.2929 -8.8005
H: 1.8452 -4.4190 -7.8928
H: 1.9233 -2.6994 -7.4499
H: 4.2530 -4.6816 -7.2339
H: 3.2929 -4.0922 -5.8646
H: 3.9806 -1.9708 -6.4373

Density functional theory data (the ωB97M-V functional and the def2-TZVPD basis) for a molecular structure, C39H39N9P2Pt at a distorted geometry.

Properties
- charge = +2
- energy relative to the best compared isomer or geometry (same formula, charge and spin) (eV) = 2.354
- LUMO energy (eV) = -6.10
- orbital gap (eV) = 6.4

Element x y z (Å)
Pt: 0.5289 -0.6709 -0.5373
C: -0.0201 3.6892 1.3946
C: -0.9984 3.1363 2.4331
P: -1.4468 1.3653 2.1853
C: -2.9673 1.5693 1.1613
C: -3.0908 0.8857 -0.0463
C: -4.1638 1.1133 -0.9004
C: -5.1372 2.0361 -0.5510
C: -5.0490 2.7046 0.6641
C: -3.9774 2.4717 1.5125
C: -2.0630 0.9342 3.8534
C: -3.3904 0.6601 4.1685
C: -3.7499 0.3544 5.4769
C: -2.7878 0.2952 6.4722
C: -1.4566 0.5459 6.1628
C: -1.0976 0.8582 4.8617
C: -0.2482 3.2236 -0.0518
P: 0.6258 1.6928 -0.6672
C: 2.3118 2.0399 -0.0442
C: 3.0312 1.0415 0.6124
C: 4.3432 1.2527 1.0115
C: 4.9558 2.4707 0.7576
C: 4.2412 3.4856 0.1363
C: 2.9287 3.2773 -0.2545
C: 0.4428 2.0039 -2.4585
C: 0.8815 3.1831 -3.0636
C: 0.5870 3.4388 -4.3935
C: -0.1515 2.5266 -5.1353
C: -0.5745 1.3423 -4.5502
C: -0.2773 1.0821 -3.2209
H: 1.0114 3.4617 1.6657
H: -0.1235 4.7753 1.4316
H: -1.9331 3.6941 2.3953
H: -0.5884 3.2636 3.4348
H: -2.3300 0.1655 -0.3312
H: -4.2353 0.5811 -1.8408
H: -5.9638 2.2317 -1.2217
H: -5.8138 3.4161 0.9483
H: -3.9307 2.9996 2.4574
H: -4.1557 0.7052 3.4044
H: -4.7893 0.1716 5.7180
H: -3.0715 0.0508 7.4874
H: -0.7005 0.5000 6.9360
H: -0.0550 1.0468 4.6207
H: 0.1832 3.9485 -0.7431
H: -1.3160 3.1603 -0.2690
H: 2.5697 0.0777 0.7826
H: 4.8909 0.4635 1.5094
H: 5.9863 2.6309 1.0457
H: 4.7105 4.4426 -0.0502
H: 2.3953 4.0874 -0.7319
H: 1.4705 3.9048 -2.5154
H: 0.9302 4.3581 -4.8495
H: -0.3993 2.7423 -6.1662
H: -1.1388 0.6221 -5.1284
H: -0.6017 0.1487 -2.7757
N: -0.2554 -4.1208 0.6801
C: 0.3086 -4.0828 -0.5398
N: 0.4581 -5.2587 -1.1279
C: 1.0007 -5.2560 -2.3431
N: 1.1798 -6.4135 -2.9641
N: 1.4063 -4.1297 -2.9761
C: 1.2218 -3.0191 -2.3211
N: 0.6565 -2.8864 -1.1083
C: 1.7755 -1.8059 -2.9593
C: 2.1986 -1.8539 -4.2732
C: 2.8889 -0.7755 -4.8028
C: 3.1637 0.2965 -3.9745
C: 2.6831 0.2803 -2.6798
N: 1.9646 -0.7307 -2.1763
H: -0.3840 -5.0536 1.0411
H: -0.0460 -3.3978 1.3475
H: 0.9216 -7.2679 -2.5002
H: 1.6206 -6.4404 -3.8669
H: 2.0092 -2.7489 -4.8445
H: 3.2302 -0.7876 -5.8294
H: 3.7437 1.1435 -4.3125
H: 2.9115 1.1024 -2.0198
N: -3.4983 -2.4604 2.6414
C: -2.2064 -2.1111 2.5283
C: -1.6916 -1.5690 1.3301
N: -0.4146 -1.2524 1.2365
C: 0.3918 -1.4266 2.2961
C: -0.1359 -1.9537 3.4612
N: -1.4103 -2.2995 3.5818
H: -4.1506 -2.3422 1.8881
H: -3.8127 -2.8734 3.5033
H: -2.3241 -1.4143 0.4687
H: 1.4311 -1.1512 2.2098
H: 0.4977 -2.1110 4.3258

Density functional theory data (the ωB97M-V functional and the def2-TZVPD basis) for a molecular structure, C27H28MoN7O6P2 at a distorted geometry.

Properties
- spin multiplicity = 3
- charge = +3
- <S²> = 2.0450
- energy relative to the best compared isomer or geometry (same formula, charge and spin) (eV) = 1.142
- LUMO energy (alpha / beta) (eV) = -9.24 / -12.26
- orbital gap (alpha / beta) (eV) = 6.2 / 2.4

Element x y z (Å)
Mo: -0.2995 0.6404 0.4136
C: 2.7210 -0.7275 4.6146
C: 1.6274 -0.9841 3.6251
C: 1.9039 -1.3137 2.3065
C: 0.8715 -1.6069 1.4140
C: -0.4688 -1.5105 1.8132
C: -0.7506 -1.1872 3.1560
C: 0.2787 -0.9402 4.0339
H: 2.6968 0.3093 4.9573
H: 3.7031 -0.9225 4.1904
H: 2.5947 -1.3589 5.4950
H: 2.9335 -1.4073 1.9832
H: 1.1163 -2.0381 0.4527
H: -1.2608 -1.9134 1.1898
H: -1.7770 -1.1824 3.4995
H: 0.0581 -0.7673 5.0829
C: 3.9244 1.6686 -0.6045
C: 2.6488 1.6720 -0.0452
N: 1.7333 0.7822 -0.4323
C: 2.0937 -0.0963 -1.3934
C: 3.3749 -0.0840 -1.9178
N: 4.2909 0.7912 -1.5209
C: 1.0182 -0.9793 -1.8368
C: 1.1640 -1.9924 -2.7547
C: 0.0554 -2.7523 -3.1477
C: -1.1825 -2.3958 -2.6001
C: -1.2644 -1.3683 -1.6902
N: -0.1745 -0.6839 -1.2696
C: -2.5120 -0.8334 -1.1501
C: -3.7838 -1.2362 -1.5279
N: -4.8726 -0.6009 -1.1174
C: -4.6993 0.4561 -0.3417
C: -3.4384 0.8623 0.0825
N: -2.3438 0.2027 -0.3029
C: 0.1826 -3.8510 -4.1100
C: -0.8384 -4.1227 -5.0156
C: -0.6686 -5.1679 -5.9159
N: 0.4271 -5.9153 -5.9141
C: 1.4064 -5.6777 -5.0517
C: 1.3295 -4.6391 -4.1316
H: 4.6552 2.4023 -0.2883
H: 2.3720 2.3943 0.6998
H: 3.6734 -0.7867 -2.6849
H: 2.1310 -2.1840 -3.1959
H: -2.0739 -2.9353 -2.8846
H: -3.9322 -2.0834 -2.1851
H: -5.5811 1.0020 -0.0308
H: -3.3135 1.7010 0.7434
H: -1.7348 -3.5173 -5.0689
H: -1.4244 -5.4026 -6.6543
H: 2.2681 -6.3315 -5.0917
H: 2.1392 -4.4920 -3.4272
N: 0.2623 4.9024 2.5930
C: -0.7529 3.9648 1.9627
C: -2.1672 4.4569 2.2678
P: -0.5050 2.2593 2.5666
O: -0.4307 2.4722 4.1079
O: -1.5998 1.3726 2.0013
O: 0.7572 1.6511 1.9434
P: -0.2640 3.9082 0.1461
O: -1.2840 4.8841 -0.5367
O: 1.1505 4.3277 0.1454
O: -0.6348 2.4907 -0.3403
H: -0.0820 5.8670 2.5540
H: 1.1218 4.8620 2.0097
H: 0.4599 4.6893 3.5748
H: -2.3687 4.4624 3.3400
H: -2.9017 3.8153 1.7855
H: -2.3095 5.4615 1.8683
H: -0.5359 1.7158 4.7066
H: -0.9138 5.5416 -1.1453

Density functional theory data (the ωB97M-V functional and the def2-TZVPD basis) for 3 unconnected molecules or ions with the total composition C14H25O12P3S2 at a distorted geometry.

Properties
- SMILES string = C[C@@H](C[PH]#[PH]P(=O)(O)O)OCc1ccccc1.O=S1(=O)OCCO1.O=S1(=O)OCCO1
- LUMO energy (eV) = -0.15
- orbital gap (eV) = 8.4

Element x y z (Å)
C: 2.0866 4.3563 -0.7368
C: 1.2757 3.6578 -2.0218
C: 2.0122 2.2012 -2.3644
P: 1.7102 0.8556 -1.0431
P: 1.2643 -1.0083 -2.1571
P: -0.0124 -2.3452 -1.0019
O: 0.8683 -3.4027 -0.2175
O: -1.1016 -3.1162 -2.1745
O: -0.9440 -1.4380 0.1696
O: -0.0618 3.3180 -1.5063
C: -1.0532 3.1643 -2.5833
C: -2.5381 3.0824 -1.8184
C: -3.7307 4.1955 -1.9826
C: -5.1417 3.9894 -1.1116
C: -5.2765 2.6774 -0.1121
C: -4.0865 1.5545 0.0591
C: -2.7096 1.7616 -0.8070
H: 2.6140 3.5127 -0.1208
H: 2.7951 5.2290 -1.0633
H: 1.2249 4.8471 -0.0767
H: 1.2544 4.3736 -2.9691
H: 1.5902 1.7954 -3.3984
H: 3.1894 2.3430 -2.4495
H: 0.5497 1.1165 -0.2279
H: 0.5481 -0.5855 -3.3542
H: -1.9200 -3.4392 -1.6735
H: -0.2569 -1.1035 0.8289
H: -0.9077 2.0807 -3.0604
H: -0.9904 4.0300 -3.3688
H: -3.6023 5.1290 -2.6775
H: -6.0114 4.7709 -1.1644
H: -6.2544 2.5142 0.5222
H: -4.1391 0.6259 0.7822
H: -1.8484 0.9715 -0.6618
C: 0.3726 -7.1945 1.2439
C: -0.7989 -6.2511 0.9845
O: -1.8651 -7.0911 0.5482
S: -1.7320 -8.5411 1.2833
O: -2.6134 -8.5483 2.4297
O: -1.7499 -9.5704 0.2702
O: -0.2022 -8.3666 1.8192
H: 0.8634 -7.4801 0.3079
H: 1.1107 -6.7592 1.9228
H: -0.5672 -5.4977 0.2278
H: -1.1165 -5.7541 1.9072
C: 3.5616 0.7058 3.3924
C: 4.5763 1.7217 2.8748
O: 3.8264 2.6120 2.0516
S: 2.3142 2.7394 2.6493
O: 2.2488 3.9348 3.4604
O: 1.3775 2.4571 1.5866
O: 2.3719 1.4509 3.6465
H: 3.3353 -0.0481 2.6315
H: 3.9028 0.2095 4.3048
H: 5.3806 1.2527 2.3029
H: 5.0062 2.3033 3.6972

Density functional theory data (the ωB97M-V functional and the def2-TZVPD basis) for 2 unconnected molecules or ions with the total composition C3H5ClO2P at a distorted geometry.

Properties
- charge = -1
- energy relative to the best compared isomer or geometry (same formula, charge and spin) (eV) = 3.951
- LUMO energy (eV) = 3.64
- orbital gap (eV) = 6.6

Element x y z (Å)
C: 1.2577 2.9362 0.1845
C: 2.2543 3.5629 0.0379
C: -0.2056 -2.0858 0.5088
O: -1.2187 0.5535 0.2154
O: -2.2865 -1.3705 -1.0892
P: -0.8485 -0.5672 -0.6402
Cl: -1.3782 -2.8209 1.5525
H: -1.7965 -1.9565 -1.7361
H: 0.6363 2.0324 0.1832
H: 3.0153 4.2950 -0.0269
H: 0.5693 -1.6941 1.0273
H: 0.0011 -2.8849 -0.2173

Density functional theory data (the ωB97M-V functional and the def2-TZVPD basis) for a molecular structure, C33H53CuN2O2P2 at a distorted geometry.

Properties
- spin multiplicity = 2
- charge = +1
- <S²> = 0.7669
- LUMO energy (alpha / beta) (eV) = -2.67 / -4.51
- orbital gap (alpha / beta) (eV) = 6.6 / 4.4

Element x y z (Å)
C: 0.4646 2.6185 -0.0408
C: -1.3351 1.8140 1.2215
C: 0.1684 3.9366 0.3059
C: -1.5226 3.1037 1.7871
C: -0.7661 4.1730 1.3188
H: 0.6913 4.7543 -0.2026
H: -2.2707 3.1970 2.5625
H: -0.9286 5.1739 1.7041
N: -0.1525 1.5881 0.5604
P: 2.2757 0.6399 -0.5430
P: -2.2173 -0.9029 0.8557
C: 1.4410 2.2079 -1.1312
H: 0.8838 1.9491 -2.0464
H: 2.1344 3.0207 -1.3785
C: 0.8878 -2.0490 0.2169
O: 1.2324 -3.1595 0.2162
C: -2.3096 0.7939 1.2617
H: -3.1424 1.0153 1.9496
C: -3.9758 -0.9091 0.0016
C: -2.2567 -2.0437 2.4699
C: 3.1454 0.0531 -2.1037
C: 3.4826 1.3951 0.7358
C: -3.8658 -1.9565 -1.1082
H: -3.6634 -2.9590 -0.7056
H: -4.8135 -1.9944 -1.6645
H: -3.0653 -1.7129 -1.8143
C: -5.1106 -1.2338 0.9734
H: -5.0588 -2.2340 1.4160
H: -5.1756 -0.4808 1.7699
H: -6.0557 -1.1755 0.4101
C: -4.3083 0.4868 -0.5490
H: -5.2370 0.4321 -1.1365
H: -4.4569 1.2110 0.2613
H: -3.5249 0.8795 -1.1984
C: -2.5749 -3.4621 1.9619
H: -1.8514 -3.7771 1.1963
H: -2.5039 -4.1698 2.8011
H: -3.5847 -3.5532 1.5416
C: -0.8700 -2.0414 3.1268
H: -0.0610 -2.2851 2.4294
H: -0.6398 -1.0739 3.5931
H: -0.8623 -2.8003 3.9264
C: -3.2398 -1.5865 3.5474
H: -4.2892 -1.6121 3.2437
H: -3.1412 -2.2812 4.3970
H: -2.9976 -0.5799 3.9145
C: 4.6896 0.4672 0.9246
H: 5.3108 0.8793 1.7352
H: 4.3766 -0.5414 1.2294
H: 5.3278 0.4044 0.0348
C: 2.7444 1.5060 2.0806
H: 1.8894 2.1893 2.0246
H: 2.4062 0.5215 2.4439
H: 3.4475 1.9144 2.8240
C: 3.9611 2.8015 0.3441
H: 4.7359 3.1026 1.0657
H: 4.4107 2.8381 -0.6549
H: 3.1558 3.5445 0.4038
C: 2.1078 -0.1271 -3.2315
H: 1.7128 0.8337 -3.5851
H: 2.6041 -0.6143 -4.0848
H: 1.2632 -0.7566 -2.9223
C: 3.8071 -1.3071 -1.8233
H: 3.0797 -2.0538 -1.4812
H: 4.2536 -1.6680 -2.7611
H: 4.6096 -1.2401 -1.0799
C: 4.1929 1.0834 -2.5340
H: 3.7462 2.0699 -2.7173
H: 5.0125 1.1849 -1.8123
H: 4.6376 0.7437 -3.4816
Cu: 0.2353 -0.4167 0.1063
N: -0.9830 -0.2064 -1.4186
C: -1.6674 0.3741 -2.1893
C: -2.1974 0.8035 -3.4384
C: -1.8388 0.0436 -4.5726
C: -2.9981 1.9614 -3.6023
C: -2.3397 0.3699 -5.8305
H: -1.1445 -0.7960 -4.4253
C: -3.5131 2.2724 -4.8647
H: -3.1932 2.6224 -2.7462
C: -3.2008 1.4689 -5.9710
H: -2.0581 -0.2434 -6.6918
H: -4.1686 3.1451 -4.9914
H: -3.6178 1.6792 -6.9485
C: 3.9984 -2.8885 4.1690
C: 3.1139 -2.6455 2.9628
O: 2.2857 -1.4681 3.1332
H: 4.6159 -2.0084 4.3798
H: 4.6514 -3.7451 3.9991
H: 3.3694 -3.0990 5.0400
H: 3.6739 -2.4835 2.0307
H: 2.4307 -3.4892 2.7809
H: 2.0847 -1.4361 4.0928

Density functional theory data (the ωB97M-V functional and the def2-TZVPD basis) for a single C6H8O2 molecule at a distorted geometry.

Properties
- SMILES string = O[C@H]1[C@@H]2O[C@H]3C[C@H]3[C@H]12
- energy relative to the best compared isomer or geometry (same formula, charge and spin) (eV) = 3.796
- LUMO energy (eV) = 0.91
- orbital gap (eV) = 10.0

Element x y z (Å)
C: 1.5482 0.1643 0.5480
C: 0.7733 0.8617 -0.4272
C: -1.3868 0.6731 0.4312
C: -1.9605 -0.2817 -0.5014
C: -0.7906 -0.7166 0.4129
C: 0.5480 -0.6295 -0.3107
H: 3.3017 -0.6861 0.2283
H: 1.3835 0.3088 1.6306
H: 1.3713 1.5072 -1.2064
H: -2.1346 1.0628 1.1816
H: -2.9308 -0.8582 -0.3446
H: -1.7902 -0.2526 -1.4867
H: -1.1370 -1.4328 1.1406
H: 0.7846 -1.3591 -1.1068
O: 2.8410 0.0595 -0.1347
O: -0.4212 1.5792 -0.0547

Density functional theory data (the ωB97M-V functional and the def2-TZVPD basis) for a molecular structure, ClZn at a distorted geometry.

Properties
- charge = +1
- energy relative to the best compared isomer or geometry (same formula, charge and spin) (eV) = 1.216
- LUMO energy (eV) = -9.80
- orbital gap (eV) = 6.7

Element x y z (Å)
Zn: 1.2170 0.1858 0.3651
Cl: -1.2170 -0.1858 -0.3651

Let's list E in order: -2428.517397, -2804.023871, -2630.648931, -3271.364005, -1069.325293, -3872.132057, -383.770605, -2239.139512 Eh.